1.
A structure of composition C16H22N7NiOS. Source: the Open Molecules 2025 dataset; level of theory: the ωB97M-V functional and the def2-TZVPD basis.

```
48
Properties=species:S:1:pos:R:3
Ni -0.88397 0.46019 0.54114
C -1.85236 -4.06798 0.04725
C -0.94294 -3.50874 -0.97581
N -0.99149 -3.72075 -2.25834
N 0.06588 -3.00200 -2.74179
C 0.75845 -2.33851 -1.79324
S 2.08456 -1.33520 -1.97812
N 0.09999 -2.68336 -0.65810
N 0.43617 -2.29880 0.65237
H -2.57606 -4.72310 -0.43216
H -2.34592 -3.23683 0.55529
H -1.27743 -4.62588 0.78900
H 0.24623 -2.93833 -3.72549
H 0.94203 -1.41757 0.53863
H -0.47238 -1.96817 1.04731
O 0.44437 0.95126 1.82855
C 0.82663 2.14740 2.10214
C 1.38300 2.42944 3.38120
C 1.79312 3.69003 3.73763
C 1.68721 4.76345 2.84448
C 1.17570 4.51813 1.58836
C 0.75864 3.24390 1.19224
C 0.30727 3.00449 -0.16711
N -0.29669 1.91962 -0.61768
C -0.49392 2.09079 -1.96808
C -0.01227 3.29942 -2.34802
N 0.49201 3.87136 -1.19830
H 1.45683 1.59831 4.07125
H 2.19816 3.85688 4.72976
H 1.99390 5.76033 3.13138
H 1.08223 5.35011 0.89611
H -0.95476 1.32375 -2.56440
H 0.03228 3.79018 -3.30290
H 0.97251 4.74843 -1.13260
C -3.45203 1.00255 2.03054
C -3.12978 -0.49820 1.88575
C -4.35093 -1.18322 1.25398
C -2.90146 -1.07711 3.29384
N -1.97426 -0.79644 1.07282
H -4.33387 1.17581 2.65919
H -3.63154 1.43328 1.04264
H -2.59998 1.52213 2.47576
H -5.25445 -0.98634 1.84084
H -4.20941 -2.26414 1.19638
H -4.50156 -0.80581 0.24056
H -3.75007 -0.88185 3.95951
H -2.00633 -0.62784 3.72876
H -2.74164 -2.15583 3.22848
```

As for the largest force on an atom: 0.7 eV Å⁻¹. The charge is -1. The value obtained for the gap between HOMO and LUMO (alpha / beta) is 6.17 / 6.14 eV. The calculation puts the energy above the lowest of the compared OMol25 structures with the same formula, charge and spin at 0.0000 eV.

***

2.
A structure of composition C19H34F6GaNO4SSi3 in a non-equilibrium geometry. Source: the Open Molecules 2025 dataset; level of theory: the ωB97M-V functional and the def2-TZVPD basis.

```
69
Properties=species:S:1:pos:R:3
Ga 0.32606 -4.39610 13.98750
C 1.63576 -0.23284 16.45228
Si 0.83495 -1.35342 15.14122
C 1.47137 -0.71779 13.48133
C -1.00707 -0.98394 15.13207
C 1.20315 -3.20737 15.44449
Si 3.06771 -3.49999 15.55949
C 3.71654 -3.02046 17.27950
C 3.61919 -5.21766 15.20160
C 4.05093 -2.48524 14.33833
Si 0.22456 -3.75671 16.99995
C 0.03266 -2.51949 18.42150
C 0.85186 -5.36210 17.74219
C -1.47897 -4.12321 16.23593
C -2.57664 -4.36344 17.02882
C -3.80371 -4.62682 16.40151
C -3.87613 -4.62253 15.02405
C -2.70902 -4.40370 14.29901
N -1.48062 -4.27081 14.90288
H 1.20704 0.78317 16.38466
H 2.72481 -0.13488 16.25630
H 1.50828 -0.58298 17.49610
H 0.61859 -0.37229 12.83780
H 1.97703 -1.57665 12.95273
H 2.20177 0.09978 13.61504
H -1.18911 0.09814 15.15045
H -1.55799 -1.38761 15.99522
H -1.45161 -1.37672 14.19484
H 3.35257 -3.66796 18.10256
H 3.43755 -1.96141 17.47950
H 4.80752 -3.08043 17.25046
H 2.94739 -5.98435 15.63930
H 4.66327 -5.35620 15.51937
H 3.55974 -5.37785 14.09046
H 3.92715 -1.40086 14.39475
H 3.75191 -2.84656 13.34478
H 5.13319 -2.65949 14.46850
H 0.96865 -2.44961 18.98349
H -0.72997 -2.82743 19.14033
H -0.26612 -1.52646 18.06027
H 1.82836 -5.20371 18.23542
H 1.06114 -6.13078 16.93893
H 0.18205 -5.80992 18.46991
H -2.49467 -4.30962 18.12652
H -4.65787 -4.83403 17.01439
H -4.82471 -4.80042 14.52271
H -2.75315 -4.40702 13.21998
C 0.54942 -2.55948 10.18825
S 0.43535 -3.98525 11.27537
O 1.69306 -4.01041 12.08364
O 0.13876 -5.14755 10.45505
O -0.63259 -3.66884 12.38891
H 1.14325 -2.87377 9.33060
H 1.03775 -1.75010 10.74132
H -0.46309 -2.27695 9.87222
C -1.06827 -7.38595 12.79801
C 0.16377 -7.46758 13.68883
O 0.72313 -6.20523 13.95684
C 1.30404 -8.22934 12.96191
F 2.50735 -8.09499 13.52134
F 1.43227 -7.75245 11.68779
F 1.06060 -9.54104 12.86229
C -0.20222 -8.01405 15.08803
F -0.74240 -9.23425 15.00239
F -1.08886 -7.18710 15.69508
F 0.86652 -8.12698 15.90623
H -0.86829 -6.78811 11.89613
H -1.88678 -6.90597 13.36495
H -1.40189 -8.37743 12.47232
```

As for the largest force on an atom: 3.1 eV Å⁻¹. The value obtained for the gap between HOMO and LUMO is 9.08 eV. The calculation puts the energy above the lowest of the compared OMol25 structures with the same formula, charge and spin at 0.0000 eV.

***

3.
A cluster of 2 separate species, C2H8N6Si in total in a non-equilibrium geometry. Source: the Open Molecules 2025 dataset; level of theory: the ωB97M-V functional and the def2-TZVPD basis.

```
17
Properties=species:S:1:pos:R:3
C -1.72071 1.47763 1.34618
C -2.45193 -0.54976 -1.46424
N 1.34842 -2.49020 0.51191
N 4.31002 1.24658 -0.18738
N -0.27607 -0.91310 0.44525
N 2.34752 0.08485 -0.10123
N 0.63791 -1.60381 0.45743
N 3.32145 0.63557 -0.26092
Si -1.62908 0.13908 0.05921
H -2.65353 1.42119 1.92184
H -0.89046 1.42560 2.06441
H -1.70898 2.47765 0.90321
H -3.24385 0.10868 -1.83715
H -1.74648 -0.69606 -2.29295
H -2.92350 -1.52106 -1.26680
H 2.32145 -2.74690 0.60564
H 4.95780 1.50406 -0.90443
```

As for the largest force on an atom: 2.5 eV Å⁻¹. The charge is +2. The value obtained for the gap between HOMO and LUMO is 6.26 eV.

***

4.
The ion C4H13N2S with charge +1 in a non-equilibrium geometry. Source: the Open Molecules 2025 dataset; level of theory: the ωB97M-V functional and the def2-TZVPD basis.

```
20
Properties=species:S:1:pos:R:3
N 1.04155 2.01708 1.63970
C 1.67953 0.70473 1.03519
C 0.62981 -0.32117 1.01911
N -0.45265 0.24780 0.21710
C -0.50634 -0.31104 -1.15127
C -1.72772 -1.25051 -1.42474
S -1.10534 -2.05014 -2.90059
H 1.78886 2.78334 1.63468
H 0.78406 1.91776 2.60777
H 0.16059 2.24321 1.03145
H 2.10989 0.92556 0.03229
H 2.52900 0.42207 1.78170
H 1.00199 -1.35793 0.75879
H 0.31400 -0.46172 2.11275
H -1.40131 -0.12473 0.65340
H 0.36247 -1.01700 -1.26502
H -0.41842 0.43309 -1.88271
H -1.79370 -1.84967 -0.62248
H -2.76566 -0.93529 -1.68742
H -2.23062 -2.01545 -3.58971
```

As for the largest force on an atom: 4.1 eV Å⁻¹. The charge is +1. As for the SMILES: [NH3+]CCNCCS. The value obtained for the gap between HOMO and LUMO is 8.38 eV. The calculation puts the energy above the lowest of the compared OMol25 structures with the same formula, charge and spin at 2.2023 eV.

***

Question: Which value of largest force on an atom does entry 3 give?
Answer: 2.5 eV Å⁻¹